Record 1
{"formula": "C4H6N2", "method": "ωB97M-V/def2-TZVPD", "homo_ha": -0.3336, "de_lowest_kcal_mol": 121.0, "fmax_ev_per_a": 1.427, "orbital_gap_ev": 8.363, "charge": 0, "symbols": ["C", "C", "C", "N", "C", "N", "H", "H", "H", "H", "H", "H"], "coordinates": [[1.7489, -0.6399, -0.2529], [0.5165, -0.0111, -0.7368], [-0.6678, -0.5898, -0.0446], [-1.4836, 0.5332, 0.4122], [-1.0952, 1.8259, 0.5932], [-1.3436, 2.9533, 0.7491], [2.2379, -0.9397, -1.1861], [1.6644, -1.4931, 0.4398], [2.3915, 0.1324, 0.1960], [-1.3073, -1.1853, -0.7204], [-0.4318, -1.2634, 0.7919], [-2.2299, 0.6776, -0.2414]], "mulliken_charge": [-0.852, -0.207, -0.228, -0.266, 0.273, -0.426, 0.309, 0.317, 0.284, 0.309, 0.240, 0.249]}

=====

Record 2
{"formula": "C4H9NO2", "method": "ωB97M-V/def2-TZVPD", "homo_ha": -0.3366, "de_lowest_kcal_mol": 51.0, "smiles": "C[C@@H](O)[C@H](N)C=O", "fmax_ev_per_a": 2.778, "orbital_gap_ev": 9.819, "charge": 0, "symbols": ["C", "C", "O", "C", "N", "C", "O", "H", "H", "H", "H", "H", "H", "H", "H", "H"], "coordinates": [[0.8046, 1.6041, 0.1847], [0.4591, 0.2923, -0.4982], [1.4155, -0.7267, -0.0796], [-0.8962, -0.2947, 0.0565], [-0.8280, -0.9016, 1.3855], [-1.1092, -1.2839, -1.0619], [-1.8745, -1.0991, -1.9849], [1.8709, 1.8460, 0.1017], [0.1264, 2.4427, -0.0047], [0.6867, 1.3723, 1.2591], [0.5784, 0.3235, -1.5846], [2.3320, -0.6245, -0.3446], [-1.6680, 0.4819, -0.0395], [-1.3945, -0.3764, 2.0390], [0.1404, -0.7654, 1.6709], [-0.6437, -2.2904, -1.0995]], "mulliken_charge": [-1.128, -0.146, -0.579, 0.452, -0.708, -0.404, -0.500, 0.344, 0.321, 0.257, 0.435, 0.291, 0.369, 0.280, 0.312, 0.404]}

=====

Record 3
{"formula": "C33H54B3F10N2O22PS3", "method": "ωB97M-V/def2-TZVPD", "homo_ha": -0.3142, "smiles": "CC[C@@H](F)[C@H](CCCCSc1nnco1)O[C@@H](OB(O)O)[C@@](O[C@H](OB(O)O)B(O)O)(SCC(=O)OC[C@@H](C)OC(=O)CS)P(C)O.CCOC(=O)C(F)(F)F.CCOC(=O)C(F)(F)F.CCOC(=O)C(F)(F)F", "fmax_ev_per_a": 0.849, "orbital_gap_ev": 8.684, "charge": 0, "symbols": ["C", "C", "C", "F", "C", "C", "C", "C", "C", "S", "C", "N", "N", "C", "O", "O", "C", "O", "B", "O", "O", "C", "O", "C", "O", "B", "O", "O", "B", "O", "O", "S", "C", "C", "O", "O", "C", "C", "C", "O", "C", "O", "C", "S", "P", "C", "O", "H", "H", "H", "H", "H", "H", "H", "H", "H", "H", "H", "H", "H", "H", "H", "H", "H", "H", "H", "H", "H", "H", "H", "H", "H", "H", "H", "H", "H", "H", "H", "H", "H", "H", "H", "H", "H", "H", "H", "C", "C", "O", "C", "O", "C", "F", "F", "F", "H", "H", "H", "H", "H", "C", "C", "O", "C", "O", "C", "F", "F", "F", "H", "H", "H", "H", "H", "C", "C", "O", "C", "O", "C", "F", "F", "F", "H", "H", "H", "H", "H"], "coordinates": [[1.9957, -2.2382, -3.4493], [3.2883, -2.2978, -2.6280], [3.2240, -2.0378, -1.1164], [4.2887, -1.1710, -0.7897], [1.9712, -1.4418, -0.5051], [0.7368, -2.3480, -0.4758], [0.9668, -3.8570, -0.5927], [-0.3565, -4.6032, -0.8860], [-0.2272, -5.5357, -2.0945], [-1.4783, -6.8558, -2.0669], [-2.2951, -6.5715, -3.5702], [-2.0236, -7.0167, -4.7436], [-3.0055, -6.5290, -5.5973], [-3.7869, -5.8287, -4.8632], [-3.4196, -5.7942, -3.5746], [1.5804, -0.1993, -1.1087], [2.1816, 0.9551, -0.6022], [2.6191, 1.7667, -1.6636], [2.4284, 1.3205, -2.9592], [1.1735, 1.3669, -3.5686], [3.5390, 0.9746, -3.6829], [1.1975, 1.8147, 0.2997], [0.6029, 2.7773, -0.5153], [0.3897, 4.1360, -0.0984], [-0.7697, 4.5416, -0.8085], [-1.1230, 3.7120, -1.8693], [-2.1913, 2.8110, -1.7453], [-0.4415, 3.8270, -3.0484], [1.6328, 5.0611, -0.5239], [1.9803, 5.1878, -1.8354], [2.3165, 5.7384, 0.4565], [-0.2631, 0.7792, 0.8212], [0.2016, -0.1726, 2.2867], [-1.1220, -0.7557, 2.7276], [-1.6895, -1.6438, 2.1443], [-1.6076, -0.1132, 3.7958], [-3.0412, 0.0143, 3.8420], [-3.5748, 0.7861, 2.6289], [-4.5067, -0.0139, 1.7415], [-4.3053, 1.9299, 3.1057], [-3.5760, 3.0654, 3.2557], [-3.5119, 3.6276, 4.3118], [-2.8929, 3.5606, 1.9952], [-2.8331, 5.3551, 1.8798], [2.3318, 2.5197, 1.6385], [1.2013, 3.0231, 3.0042], [3.0123, 1.1239, 2.1986], [1.5337, -3.2247, -3.5420], [2.2134, -1.9127, -4.4685], [1.2450, -1.5730, -3.0279], [3.7322, -3.2866, -2.7726], [4.0182, -1.5928, -3.0276], [3.4332, -2.9615, -0.5687], [2.2389, -1.2205, 0.5359], [0.1590, -2.1626, 0.4323], [0.0893, -2.0364, -1.3006], [1.3515, -4.2412, 0.3551], [1.6778, -4.0957, -1.3859], [-0.6665, -5.1896, -0.0204], [-1.1422, -3.8754, -1.1037], [-0.2895, -4.9749, -3.0268], [0.7417, -6.0395, -2.0789], [-4.6702, -5.2840, -5.1571], [3.0703, 0.7103, -0.0208], [0.8198, 0.4899, -3.7455], [3.3178, 0.8993, -4.6180], [0.1294, 4.2172, 0.9587], [-3.0263, 3.2280, -1.9825], [-0.7258, 3.1501, -3.6730], [1.7971, 4.3898, -2.3493], [3.2676, 5.7174, 0.3027], [0.5976, 0.4361, 3.0859], [0.8934, -0.9944, 2.0932], [-3.5318, -0.9551, 3.9480], [-3.2551, 0.5887, 4.7417], [-2.7274, 1.1298, 2.0265], [-3.9600, -0.7992, 1.2198], [-5.3254, -0.4346, 2.3273], [-4.9411, 0.6518, 0.9933], [-1.8805, 3.1503, 1.9625], [-3.3882, 3.2032, 1.0920], [-1.9577, 5.5487, 2.8681], [1.5059, 4.0256, 3.3098], [1.2896, 2.3694, 3.8731], [0.1610, 3.0440, 2.6820], [2.8282, 0.9640, 3.1312], [3.5680, 9.0868, 2.1785], [3.4557, 9.2179, 3.6800], [2.0802, 9.1236, 4.1089], [1.5960, 7.9037, 4.2603], [2.1612, 6.8643, 4.0941], [0.1397, 7.9985, 4.7645], [-0.5508, 8.9170, 4.0841], [0.1449, 8.3444, 6.0598], [-0.4760, 6.8307, 4.6441], [2.9423, 9.8300, 1.6843], [4.6019, 9.2404, 1.8710], [3.2505, 8.0988, 1.8450], [3.7813, 10.1992, 4.0169], [4.0458, 8.4640, 4.1995], [-5.1460, -8.9995, -7.7992], [-5.1152, -7.5352, -8.1709], [-5.8767, -7.2828, -9.3749], [-7.1810, -7.1448, -9.2177], [-7.8058, -7.1956, -8.1995], [-7.8385, -6.8438, -10.5837], [-7.3565, -7.6387, -11.5420], [-7.5907, -5.5721, -10.9260], [-9.1528, -7.0141, -10.5103], [-4.7918, -9.6097, -8.6302], [-4.5019, -9.1699, -6.9374], [-6.1571, -9.3206, -7.5496], [-4.1027, -7.2144, -8.3998], [-5.4940, -6.9094, -7.3651], [6.0976, -2.0901, 7.5346], [6.0537, -0.5801, 7.4838], [4.9992, -0.1170, 6.6074], [3.7874, -0.0711, 7.1304], [3.4467, -0.3624, 8.2364], [2.8003, 0.4866, 6.0817], [3.0096, -0.0738, 4.8710], [2.9707, 1.8068, 5.9475], [1.5476, 0.2501, 6.4316], [6.2025, -2.5022, 6.5310], [6.9460, -2.4138, 8.1361], [5.1874, -2.4939, 7.9763], [6.9656, -0.1716, 7.0556], [5.9140, -0.1455, 8.4723]], "mulliken_charge": [-0.426, -1.148, -0.329, -0.438, 0.041, -0.081, -0.794, -0.680, -0.745, -0.251, 0.500, -0.508, -0.121, 0.052, -0.254, -0.161, -1.296, -0.794, 0.780, -0.465, -0.641, 1.876, 0.446, -0.423, -0.347, 0.757, -0.602, -0.615, 1.134, -0.692, -0.258, -0.295, 0.563, -0.205, -0.631, -0.265, -0.899, 2.311, -1.705, -0.427, 0.607, -0.561, 0.292, -0.136, -0.076, 0.284, -0.432, 0.206, 0.380, -0.206, 0.389, 0.655, 0.558, 0.599, -0.181, 0.151, 0.274, 0.376, 0.528, 0.322, 0.254, 0.470, 0.443, 0.618, 0.290, 0.281, -0.349, 0.260, 0.269, 0.267, 0.235, 0.164, 0.284, 0.282, 0.428, -0.950, 0.276, 0.396, 0.389, -0.640, 0.379, 0.068, 0.235, 0.005, -0.587, 0.224, -0.762, -0.262, -0.338, 0.344, -0.502, 0.912, -0.260, -0.267, -0.204, 0.312, 0.393, 0.010, 0.323, 0.314, -1.137, -0.077, -0.325, 0.343, -0.512, 0.884, -0.246, -0.254, -0.237, 0.299, 0.375, 0.317, 0.334, 0.213, -1.110, -0.231, -0.282, -0.065, -0.517, 1.422, -0.325, -0.278, -0.243, 0.305, 0.385, 0.314, 0.314, 0.336]}

=====

Record 4
{"formula": "C24H73N12O5P4Y", "method": "ωB97M-V/def2-TZVPD", "homo_ha": -0.4249, "de_lowest_kcal_mol": 422.2, "fmax_ev_per_a": 3.778, "orbital_gap_ev": 1.343, "charge": 2, "symbols": ["Y", "O", "H", "O", "P", "N", "C", "C", "N", "C", "C", "N", "C", "C", "H", "H", "H", "H", "H", "H", "H", "H", "H", "H", "H", "H", "H", "H", "H", "H", "H", "H", "O", "P", "N", "C", "C", "N", "C", "C", "N", "C", "C", "H", "H", "H", "H", "H", "H", "H", "H", "H", "H", "H", "H", "H", "H", "H", "H", "H", "H", "O", "P", "N", "C", "C", "N", "C", "C", "N", "C", "C", "H", "H", "H", "H", "H", "H", "H", "H", "H", "H", "H", "H", "H", "H", "H", "H", "H", "H", "O", "P", "N", "C", "C", "N", "C", "C", "N", "C", "C", "H", "H", "H", "H", "H", "H", "H", "H", "H", "H", "H", "H", "H", "H", "H", "H", "H", "H"], "coordinates": [[-3.4187, -6.3656, -2.1660], [-2.0011, -3.3974, -1.5363], [-1.3692, -2.6960, -1.2847], [-6.3872, -3.6023, -3.8208], [-7.2804, -2.5461, -4.4644], [-6.4222, -1.2619, -5.3446], [-5.0675, -1.1579, -5.0811], [-6.9946, -0.0104, -5.8129], [-8.3635, -1.8881, -3.3359], [-9.5103, -2.7087, -2.8018], [-8.0893, -0.6977, -2.6967], [-8.3338, -3.1671, -5.6795], [-9.4132, -2.3093, -6.1667], [-7.8135, -4.1321, -6.6851], [-4.5744, -0.6726, -5.9233], [-4.6532, -2.1634, -5.0067], [-4.8168, -0.6683, -4.1400], [-6.9236, -0.0162, -6.9005], [-6.5343, 0.8075, -5.2585], [-8.0518, -0.0757, -5.5555], [-9.9583, -3.2939, -3.6049], [-9.2490, -3.3219, -1.9394], [-10.3479, -2.1008, -2.4597], [-8.2431, 0.1501, -3.3643], [-8.8496, -0.6524, -1.9169], [-7.1393, -0.5692, -2.1780], [-8.9820, -1.5442, -6.8122], [-10.2023, -2.9027, -6.6284], [-9.9201, -1.6971, -5.4208], [-6.9003, -3.7149, -7.1095], [-8.5011, -4.2673, -7.5200], [-7.6187, -5.0764, -6.1767], [0.8723, 5.2899, -3.6460], [2.2763, 4.7622, -3.4690], [2.8383, 4.5195, -1.8486], [2.2163, 5.3796, -0.8446], [4.1504, 3.9649, -1.5666], [3.4492, 5.7956, -4.2274], [4.1389, 6.8954, -3.4838], [3.3828, 5.9629, -5.6861], [2.4736, 3.1446, -4.1023], [1.3870, 2.2184, -4.1603], [3.6783, 2.7934, -4.9029], [1.2027, 5.0501, -0.6158], [2.1317, 6.4105, -1.1881], [2.7248, 5.1960, 0.1019], [4.9016, 4.7140, -1.8171], [4.2898, 3.0617, -2.1607], [4.2348, 3.8139, -0.4904], [3.7029, 7.1408, -2.5154], [5.1165, 6.6356, -3.0778], [4.1807, 7.8129, -4.0707], [2.4240, 6.4255, -5.9201], [4.2020, 6.6428, -5.9202], [3.6577, 5.1038, -6.2981], [0.4765, 2.7557, -3.8947], [1.1634, 2.0208, -5.2087], [1.7597, 1.4094, -3.5320], [3.4637, 2.9697, -5.9569], [3.8977, 1.7259, -4.8812], [4.5823, 3.3365, -4.6273], [-3.1399, 0.8775, 6.7879], [-1.6530, 0.9119, 6.6205], [-0.8000, 2.3074, 7.2744], [-1.2449, 3.6322, 6.8724], [-0.3081, 2.2488, 8.6862], [-1.0634, 0.7643, 5.0269], [0.0633, 1.5085, 4.4720], [-1.8072, -0.1438, 4.0823], [-0.8184, -0.4084, 7.2989], [-1.4679, -1.6306, 7.7978], [0.6722, -0.5164, 7.3065], [-1.9468, 4.0714, 7.5813], [-1.5810, 3.4817, 5.8465], [-0.3338, 4.2210, 6.7659], [0.7438, 2.5339, 8.6690], [-0.4032, 1.3090, 9.2302], [-0.8373, 2.9498, 9.3317], [0.9075, 0.8204, 4.4284], [-0.0568, 1.8649, 3.4489], [0.3168, 2.3697, 5.0902], [-1.2270, -1.0478, 3.8972], [-2.7494, -0.4008, 4.5663], [-2.0528, 0.3816, 3.1594], [-0.7567, -2.2350, 8.3609], [-2.3935, -1.3602, 8.3060], [-1.7979, -2.3283, 7.0281], [1.2225, 0.3142, 6.8645], [0.9428, -1.3523, 6.6614], [1.1641, -0.6741, 8.2663], [6.9940, -4.8439, 1.3253], [6.0888, -3.7110, 1.6601], [6.8408, -2.3507, 2.3315], [6.1590, -1.1000, 2.6795], [8.2406, -2.3346, 2.7044], [4.9302, -4.1747, 2.8227], [5.2871, -4.3527, 4.2671], [4.0774, -5.3455, 2.3619], [5.2454, -3.1071, 0.2875], [4.0271, -2.2772, 0.4362], [6.0390, -2.6183, -0.8693], [6.0403, -0.5749, 1.7318], [6.6637, -0.5754, 3.4907], [5.1389, -1.3464, 2.9742], [8.8715, -2.7959, 1.9446], [8.2165, -2.7925, 3.6933], [8.6600, -1.3429, 2.8742], [4.5647, -4.9417, 4.8323], [6.1304, -5.0433, 4.2732], [5.6669, -3.4181, 4.6800], [4.6528, -6.2648, 2.2534], [3.3094, -5.4798, 3.1236], [3.6659, -5.2740, 1.3551], [3.6745, -1.7410, -0.4449], [3.2165, -2.9351, 0.7496], [4.2637, -1.5483, 1.2114], [6.6830, -3.3641, -1.3352], [6.6190, -1.7238, -0.6423], [5.3935, -2.3246, -1.6970]], "mulliken_charge": [1.250, -0.680, 0.201, -0.815, 0.356, 0.359, -1.105, -1.195, 0.248, -1.051, -0.996, 0.111, -1.073, -0.916, 0.410, 0.305, 0.313, 0.306, 0.361, 0.435, 0.361, 0.299, 0.437, 0.311, 0.439, 0.261, 0.321, 0.407, 0.356, 0.305, 0.367, 0.250, -0.807, 0.409, 0.144, -0.947, -0.683, 0.278, -0.990, -1.130, 0.386, -1.106, -1.141, 0.284, 0.311, 0.366, 0.243, 0.198, 0.338, 0.289, 0.304, 0.415, 0.336, 0.478, 0.247, 0.362, 0.333, 0.318, 0.342, 0.353, 0.391, -0.795, 0.596, 0.144, -1.085, -1.063, 0.265, -0.960, -1.005, 0.288, -0.960, -1.147, 0.340, 0.337, 0.395, 0.322, 0.358, 0.332, 0.345, 0.302, 0.317, 0.317, 0.311, 0.368, 0.354, 0.330, 0.316, 0.329, 0.443, 0.379, -0.803, 0.521, 0.386, -1.327, -1.112, 0.131, -0.974, -1.125, 0.145, -0.827, -1.035, 0.257, 0.498, 0.451, 0.270, 0.372, 0.467, 0.343, 0.389, 0.243, 0.381, 0.383, 0.329, 0.401, 0.207, 0.221, 0.316, 0.361, 0.403]}